Entry from the OMol25 dataset: a structure of composition C57H62AuO4P3 in a non-equilibrium geometry (ωB97M-V/def2-TZVPD).

Each line ends with the Mulliken charge.
CARTESIAN COORDINATES (ANGSTROEM)
Au 0.39 0.11 -0.27  3.01
C -3.44 -3.93 4.95  -2.31
C -2.27 -3.66 4.00  1.71
C -1.22 -4.78 4.17  -1.74
C -1.59 -2.34 4.31  0.92
C -1.50 -1.80 5.59  -0.23
C -0.81 -0.62 5.83  -1.56
C -0.23 0.08 4.80  -0.77
C -0.32 -0.43 3.51  0.23
P 0.26 0.59 2.11  1.78
C -0.95 1.93 2.18  0.99
C -2.27 1.63 2.48  -1.02
C -3.21 2.64 2.55  -0.76
C -2.84 3.95 2.34  -0.77
C -1.53 4.25 2.00  -1.23
C -0.59 3.24 1.89  -0.45
C 1.83 1.13 2.83  -0.11
C 2.83 0.16 2.83  -0.85
C 4.06 0.43 3.40  -0.36
C 4.31 1.68 3.95  -0.79
C 3.30 2.63 3.99  -0.91
C 2.06 2.36 3.44  0.19
C -0.97 -1.64 3.28  -1.18
O -0.98 -2.05 1.98  0.59
C -1.98 -2.91 1.63  -1.05
C -2.25 -2.94 0.26  0.22
C -3.28 -3.73 -0.22  -0.73
C -4.02 -4.47 0.68  -1.42
C -3.74 -4.44 2.04  0.04
C -2.70 -3.66 2.55  0.55
P -1.17 -1.92 -0.79  2.48
C -2.32 -1.45 -2.10  0.44
C -2.50 -2.16 -3.28  0.02
C -3.41 -1.71 -4.22  -1.13
C -4.14 -0.55 -3.99  -0.77
C -3.99 0.14 -2.80  -0.52
C -3.09 -0.30 -1.85  -0.59
C 0.02 -3.11 -1.44  0.72
C 0.50 -2.99 -2.74  -0.36
C 1.40 -3.91 -3.24  -0.91
C 1.87 -4.93 -2.43  -0.81
C 1.43 -5.03 -1.12  -0.82
C 0.51 -4.13 -0.62  -0.99
H -3.10 -3.96 5.98  0.51
H -3.88 -4.90 4.75  0.54
H -4.21 -3.16 4.85  0.42
H -0.87 -4.81 5.20  0.43
H -0.36 -4.60 3.52  0.39
H -1.65 -5.74 3.92  0.40
H -1.95 -2.31 6.43  0.35
H -0.75 -0.23 6.83  0.48
H 0.29 1.01 4.98  0.56
H -2.57 0.60 2.66  0.40
H -4.24 2.40 2.79  0.52
H -3.57 4.74 2.42  0.49
H -1.23 5.27 1.80  0.43
H 0.41 3.47 1.55  0.40
H 2.61 -0.81 2.40  0.43
H 4.83 -0.33 3.41  0.52
H 5.27 1.89 4.38  0.45
H 3.48 3.59 4.45  0.52
H 1.27 3.09 3.53  0.60
H -3.50 -3.76 -1.27  0.55
H -4.82 -5.10 0.32  0.45
H -4.35 -5.03 2.71  0.40
H -1.94 -3.07 -3.45  0.59
H -3.54 -2.26 -5.13  0.47
H -4.83 -0.20 -4.74  0.48
H -4.58 1.03 -2.61  0.46
H -2.95 0.24 -0.93  0.29
H 0.16 -2.16 -3.34  0.16
H 1.74 -3.83 -4.26  0.47
H 2.59 -5.63 -2.82  0.44
H 1.81 -5.82 -0.48  0.50
H 0.16 -4.21 0.41  0.46
C -4.01 5.91 -1.02  -0.69
O -3.60 5.48 -2.31  -0.47
C -2.83 4.41 -2.44  0.79
C -2.44 4.09 -3.77  -1.23
C -1.69 2.98 -4.03  -1.16
C -1.21 2.12 -3.02  -0.06
C -0.52 0.91 -3.34  0.36
C -0.37 0.49 -4.78  -1.91
O 0.00 0.13 -2.51  1.07
C -1.51 2.49 -1.65  -0.16
O -1.06 1.90 -0.63  0.20
C -2.37 3.61 -1.42  -0.64
H -4.57 6.82 -1.18  0.31
H -3.14 6.11 -0.39  0.24
H -4.65 5.16 -0.54  0.29
H -2.78 4.74 -4.57  0.51
H -1.44 2.77 -5.06  0.54
H -1.21 0.78 -5.40  0.62
H -0.25 -0.58 -4.82  0.22
H 0.54 0.95 -5.18  0.31
H -2.60 3.82 -0.39  0.05
C 3.55 -1.88 -0.40  -1.70
C 4.03 -0.44 -0.40  1.78
C 5.42 -0.36 -1.03  -1.80
P 2.75 0.70 -1.15  -0.27
C 3.01 2.31 -0.26  3.36
C 4.45 2.79 -0.10  -1.82
C 2.12 3.39 -0.86  -1.87
C 3.01 0.97 -2.99  1.49
C 4.22 1.78 -3.43  -1.67
C 2.96 -0.40 -3.67  -1.84
H 4.24 -2.49 0.19  0.65
H 3.53 -2.29 -1.41  0.29
H 2.55 -1.98 0.02  0.08
H 4.09 -0.08 0.63  -0.48
H 5.43 -0.77 -2.03  0.32
H 6.10 -0.95 -0.42  0.50
H 5.80 0.65 -1.06  0.37
H 2.63 2.07 0.75  -2.36
H 4.95 2.97 -1.04  0.25
H 5.04 2.09 0.49  0.40
H 4.43 3.73 0.45  0.51
H 2.45 3.66 -1.86  0.30
H 2.17 4.29 -0.24  0.52
H 1.09 3.07 -0.91  0.45
H 2.11 1.53 -3.28  -0.18
H 5.16 1.35 -3.10  0.23
H 4.16 2.81 -3.10  0.39
H 4.24 1.79 -4.52  0.50
H 3.87 -0.96 -3.47  0.28
H 2.87 -0.29 -4.75  0.56
H 2.11 -0.97 -3.30  0.31

As for the LUMO energy: -7.936 eV. The total charge is +2. For the total energy, the calculation gives -99851.366 eV. The spin multiplicity is 1.

***

Entry from the OMol25 dataset: a structure of composition C57H64BFN12OSV in a non-equilibrium geometry (ωB97M-V/def2-TZVPD).

Each line ends with the Mulliken spin population.
CARTESIAN COORDINATES (ANGSTROEM)
V 0.20 0.03 -0.03  0.81
C -4.13 0.15 -0.88  -0.01
C -4.14 0.90 0.40  0.01
C -5.28 1.41 1.06  0.00
C -4.81 2.00 2.19  0.00
N -3.45 1.84 2.21  0.00
N -3.05 1.17 1.10  -0.01
B -2.59 2.09 3.35  0.00
N -1.70 1.05 3.80  0.00
C -1.41 0.80 5.12  0.00
C -0.98 -0.49 5.20  0.00
C -1.02 -0.98 3.87  0.00
C -0.72 -2.37 3.46  0.00
N -1.41 -0.05 3.04  0.00
N -0.39 2.43 1.37  -0.01
C -0.98 3.71 1.02  0.04
C -0.42 4.09 -0.16  -0.02
C 0.36 3.01 -0.63  0.08
C 1.21 3.10 -1.85  -0.01
N 0.26 1.95 0.19  -0.01
N -2.58 3.37 3.97  0.00
C -3.29 4.50 3.66  0.00
C -2.80 5.53 4.39  0.00
C -1.75 4.95 5.17  0.00
C -0.88 5.64 6.14  0.00
N -1.62 3.68 4.90  0.00
H -5.08 -0.36 -1.00  0.00
H -4.00 0.83 -1.72  0.00
H -3.32 -0.57 -0.87  0.01
H -6.29 1.32 0.73  0.00
H -5.33 2.48 3.00  0.00
H -1.54 1.56 5.86  0.00
H -0.69 -1.03 6.08  0.00
H -1.15 -3.07 4.17  0.00
H -1.12 -2.56 2.47  0.00
H 0.36 -2.54 3.46  0.00
H -1.59 4.24 1.72  0.00
H -0.56 5.01 -0.68  0.00
H 1.80 4.01 -1.78  0.00
H 1.88 2.26 -1.92  0.01
H 0.59 3.19 -2.74  0.00
H -4.08 4.48 2.92  0.00
H -3.12 6.55 4.40  0.00
H -1.49 6.20 6.85  0.00
H -0.27 4.92 6.67  0.00
H -0.23 6.35 5.62  0.00
C 3.82 0.48 -2.99  0.00
C 4.08 -0.02 -1.56  0.00
C 5.50 -0.56 -1.47  0.00
C 3.85 1.06 -0.53  -0.01
C 4.64 2.21 -0.51  0.00
C 4.47 3.16 0.48  0.00
C 3.55 2.97 1.49  0.00
C 2.74 1.84 1.49  0.00
C 1.69 1.61 2.56  0.02
C 2.32 1.55 3.95  0.00
C 0.62 2.70 2.47  0.00
C 2.87 0.90 0.46  0.02
N 2.01 -0.21 0.47  -0.02
C 2.51 -1.32 1.08  0.02
C 3.79 -1.46 1.64  0.00
C 4.19 -2.64 2.22  0.00
C 3.34 -3.74 2.28  0.01
C 2.05 -3.63 1.78  0.00
C 1.69 -2.44 1.20  0.00
F 0.40 -2.26 0.74  0.00
H 4.03 -0.32 -3.69  0.00
H 4.47 1.32 -3.23  0.00
H 2.79 0.79 -3.12  0.00
H 3.37 -0.83 -1.35  0.00
H 6.22 0.20 -1.75  0.00
H 5.63 -1.40 -2.15  0.00
H 5.73 -0.91 -0.46  0.00
H 5.39 2.37 -1.27  0.00
H 5.09 4.05 0.48  0.00
H 3.47 3.70 2.28  0.00
H 1.20 0.64 2.39  0.00
H 2.80 2.49 4.21  0.00
H 3.06 0.76 3.98  0.00
H 1.56 1.33 4.70  0.00
H 1.10 3.65 2.21  0.00
H 0.09 2.83 3.41  0.00
H -1.07 1.68 1.64  0.01
H 4.47 -0.61 1.64  0.00
H 5.18 -2.72 2.65  0.00
H 3.66 -4.65 2.75  0.00
H 1.35 -4.44 1.86  0.00
N -0.04 0.33 -1.91  -0.02
S -1.40 -0.02 -2.68  0.02
C -0.83 -0.89 -4.15  0.01
C -1.51 -2.03 -4.56  0.00
C -1.04 -2.74 -5.66  0.00
C 0.09 -2.31 -6.33  0.00
C 0.75 -1.15 -5.93  0.00
C 0.28 -0.44 -4.84  0.00
C -1.86 1.55 -3.51  0.00
C -2.11 1.65 -4.87  0.00
C -2.51 2.87 -5.39  0.00
C -2.66 3.97 -4.57  0.00
C -2.46 3.85 -3.20  0.00
C -2.08 2.63 -2.67  0.02
H 0.75 0.44 -2.53  0.01
H -2.38 -2.35 -4.02  0.00
H -1.57 -3.62 -5.99  0.00
H 0.46 -2.86 -7.18  0.00
H 1.61 -0.80 -6.48  0.00
H 0.77 0.48 -4.55  0.00
H -2.00 0.80 -5.52  0.00
H -2.72 2.95 -6.45  0.00
H -2.95 4.92 -4.99  0.00
H -2.62 4.69 -2.55  0.00
H -1.94 2.50 -1.60  -0.01
C -1.48 -6.49 -1.41  0.00
N -1.79 -5.20 -0.86  0.00
N -1.04 -4.07 -1.12  0.00
C -1.79 -2.95 -0.77  -0.01
O -1.40 -1.77 -0.90  0.03
C -3.02 -3.45 -0.28  0.00
C -2.99 -4.82 -0.37  0.00
C -4.05 -5.81 -0.05  0.00
C 0.35 -4.12 -1.35  0.00
C 1.15 -5.10 -0.78  0.00
C 2.51 -5.10 -0.99  0.00
C 3.11 -4.10 -1.74  0.00
C 2.31 -3.12 -2.31  0.00
C 0.94 -3.13 -2.13  0.00
H -0.67 -6.41 -2.13  0.00
H -2.36 -6.89 -1.92  0.00
H -1.19 -7.21 -0.63  0.00
H -3.82 -2.86 0.11  0.00
H -4.87 -5.33 0.47  0.00
H -3.66 -6.61 0.58  0.00
H -4.44 -6.26 -0.96  0.00
H 0.72 -5.87 -0.16  0.00
H 3.12 -5.88 -0.56  0.00
H 4.18 -4.09 -1.87  0.00
H 2.75 -2.35 -2.92  0.00
H 0.33 -2.37 -2.58  0.00

As for the LUMO energy (alpha / beta): -5.059 / -5.166 eV. The total charge is +2. For the total energy, the calculation gives -119979.569 eV. The spin multiplicity is 2.

***

Entry from the OMol25 dataset: a structure of composition C57H66GeN4NaO8P2SSi3 in a non-equilibrium geometry (ωB97M-V/def2-TZVPD).

Each line ends with the Mulliken spin population.
CARTESIAN COORDINATES (ANGSTROEM)
Na 0.49 0.60 0.21  0.20
O -0.48 -1.99 2.75  0.00
S -0.87 -1.27 1.53  0.03
C -0.90 -2.54 0.14  0.00
C -1.64 -3.78 0.50  0.00
C -1.43 -4.87 -0.24  0.00
C -0.44 -4.81 -1.35  0.00
C 0.74 -4.00 -0.90  0.00
C 0.53 -2.88 -0.22  0.02
P 1.85 -1.70 0.22  0.05
C 3.18 -2.83 0.76  -0.02
C 3.27 -3.09 2.13  0.00
C 4.33 -3.81 2.64  0.00
C 5.31 -4.30 1.78  0.00
C 5.20 -4.09 0.42  0.00
C 4.15 -3.36 -0.10  0.00
C 2.51 -1.22 -1.42  -0.01
C 1.81 -1.35 -2.62  0.00
C 2.40 -1.00 -3.82  0.00
C 3.68 -0.48 -3.84  0.00
C 4.36 -0.28 -2.65  0.00
C 3.77 -0.63 -1.45  0.00
C -2.64 -1.02 1.58  -0.01
C -3.42 -1.75 2.46  -0.01
C -4.79 -1.58 2.47  0.00
C -5.37 -0.65 1.63  0.00
C -4.59 0.10 0.77  0.00
C -3.21 -0.07 0.72  0.03
P -2.09 0.85 -0.39  -0.06
C -2.87 0.68 -2.04  0.01
C -2.16 0.05 -3.06  0.00
C -2.74 -0.12 -4.31  0.00
C -4.01 0.37 -4.56  0.00
C -4.68 1.07 -3.57  0.00
C -4.12 1.22 -2.32  0.00
C -2.63 2.59 -0.16  0.00
C -2.12 3.49 -1.09  0.00
C -2.46 4.83 -1.04  0.00
C -3.29 5.29 -0.03  0.00
C -3.77 4.41 0.92  0.00
C -3.44 3.07 0.86  -0.01
H -2.35 -3.75 1.31  0.00
H -1.96 -5.79 -0.07  0.00
H -0.14 -5.81 -1.66  0.00
H 1.72 -4.31 -1.24  0.00
H 2.51 -2.70 2.79  0.00
H 4.41 -3.98 3.70  0.00
H 6.15 -4.85 2.17  0.00
H 5.96 -4.47 -0.25  0.00
H 4.09 -3.20 -1.16  0.00
H 0.81 -1.76 -2.61  0.00
H 1.86 -1.17 -4.74  0.00
H 4.16 -0.25 -4.78  0.00
H 5.36 0.14 -2.66  0.00
H 4.31 -0.49 -0.52  0.00
H -2.93 -2.45 3.13  0.00
H -5.40 -2.18 3.12  0.00
H -6.44 -0.52 1.62  0.00
H -5.07 0.81 0.12  0.00
H -1.16 -0.32 -2.87  0.00
H -2.20 -0.64 -5.09  0.00
H -4.46 0.24 -5.53  0.00
H -5.66 1.48 -3.77  0.00
H -4.64 1.80 -1.57  0.00
H -1.45 3.13 -1.87  0.00
H -2.10 5.52 -1.79  0.00
H -3.55 6.34 0.02  0.00
H -4.41 4.77 1.71  0.00
H -3.84 2.39 1.60  0.00
O -3.75 -1.94 -1.26  0.00
C -2.68 -2.45 -1.50  0.00
O -1.51 -1.83 -0.94  0.00
C -2.44 -3.56 -2.38  0.00
C -1.04 -4.04 -2.62  0.00
C -0.96 -4.92 -3.83  0.00
C -2.06 -5.48 -4.43  0.00
C -3.34 -5.15 -3.97  0.00
C -3.51 -4.16 -2.99  0.00
N -4.47 -5.75 -4.56  0.00
O -4.30 -6.51 -5.50  0.00
O -5.57 -5.48 -4.09  0.00
N 0.33 -5.17 -4.33  0.00
O 0.47 -5.94 -5.27  0.00
O 1.27 -4.59 -3.79  0.00
H -0.38 -3.18 -2.79  0.00
H -1.94 -6.13 -5.27  0.00
H -4.51 -3.84 -2.76  0.00
C 2.01 4.82 3.89  0.05
Si 1.59 3.51 2.55  0.01
C 0.28 4.30 1.40  0.01
C 3.11 3.23 1.42  0.00
Ge 0.89 1.29 3.33  0.51
Si -0.91 1.47 4.93  0.06
C -1.28 -0.24 5.69  0.00
C -0.59 2.74 6.33  0.04
C -2.48 2.05 4.01  0.00
Si 2.72 0.27 4.56  0.05
C 3.31 1.44 5.97  0.05
C 2.20 -1.39 5.34  -0.01
C 4.22 0.01 3.39  -0.01
H 2.28 5.78 3.46  0.01
H 2.84 4.51 4.52  0.00
H 1.16 4.98 4.54  0.00
H 0.56 5.31 1.10  0.00
H -0.69 4.37 1.87  0.01
H 0.17 3.71 0.49  0.00
H 3.36 4.12 0.84  0.00
H 2.90 2.43 0.71  0.01
H 3.99 2.95 1.98  0.00
H -0.54 -0.52 6.42  0.00
H -1.27 -1.00 4.91  0.00
H -2.26 -0.27 6.17  0.00
H 0.27 2.45 6.94  0.00
H -1.44 2.83 6.99  0.01
H -0.38 3.72 5.92  0.00
H -2.73 1.33 3.23  0.00
H -2.33 3.02 3.54  0.00
H -3.33 2.13 4.67  0.00
H 2.56 1.51 6.76  0.00
H 3.48 2.44 5.59  -0.01
H 4.24 1.10 6.42  0.00
H 1.84 -1.25 6.35  0.00
H 3.02 -2.10 5.38  0.00
H 1.40 -1.84 4.77  0.00
H 4.80 0.93 3.32  0.00
H 3.89 -0.25 2.38  0.01
H 4.88 -0.78 3.72  0.00
N 1.18 1.86 -1.34  -0.01
C 1.54 2.32 -2.33  0.01
N 1.94 2.89 -3.42  0.00
C 1.37 2.59 -4.72  0.00
C 1.09 3.92 -5.43  0.00
O 2.25 4.72 -5.49  0.00
C 2.72 5.04 -4.20  0.00
C 3.10 3.77 -3.43  0.00
H 0.44 2.01 -4.60  0.00
H 2.08 1.99 -5.30  0.00
H 0.29 4.46 -4.89  0.00
H 0.79 3.75 -6.46  0.00
H 1.95 5.60 -3.65  0.00
H 3.59 5.68 -4.34  0.00
H 3.39 4.00 -2.41  0.00
H 3.93 3.27 -3.94  0.00

As for the LUMO energy (alpha / beta): -0.182 / -1.908 eV. The total charge is 0. For the total energy, the calculation gives -196493.445 eV. The spin multiplicity is 2.